[1]
The following is a quantum chemistry calculation of a 3-piece molecular cluster, C19H27F16NO8S overall at a distorted geometry, from OMol25.

Output
highest occupied orbital energy: -0.34667 Eh
gap between HOMO and LUMO: 0.35392 Ha
SMILES: FC(F)C(F)(F)COC(F)(F)C(F)F.FC(F)C(F)(F)COC(F)(F)C(F)F.O=C(OS)N(CCCCO)COCOCCO

```
72
Properties=species:S:1:pos:R:3:forces:R:3
H 4.395 -1.091 3.052 0.179 0.171 -2.255
C -0.588 -0.197 1.299 -0.310 -0.295 0.956
O 4.012 -6.922 2.240 -7.804 3.248 -0.452
C -0.679 0.380 -0.120 -0.876 0.538 -1.803
C -1.308 -4.934 0.048 -0.304 -1.057 -0.748
F 0.697 -0.206 1.744 -0.224 0.232 -0.402
O -3.546 -2.646 3.147 -2.305 -1.175 -0.440
F -1.300 0.539 2.189 0.167 -0.451 -0.479
C 0.450 7.615 -3.783 0.419 -0.084 1.092
F -3.513 1.680 1.320 0.283 0.391 -0.098
F -4.058 3.350 0.038 0.546 0.189 0.030
O -0.828 6.205 -2.126 0.186 -1.425 -1.348
H -0.331 7.540 -5.810 -0.078 0.066 0.174
F 1.176 4.552 -3.341 -0.536 -0.190 0.554
O 0.173 -4.896 -0.154 -1.735 -0.642 1.974
C -0.841 7.346 -2.991 -0.585 0.691 0.678
H 0.292 -6.551 1.198 1.145 2.212 -0.190
F -0.194 2.862 -3.441 -0.431 0.365 0.208
N 2.284 -5.731 0.928 -1.154 0.181 2.484
H 4.425 0.184 1.598 0.118 -2.606 0.671
H -4.573 -4.410 2.283 0.967 2.042 -0.585
C -2.479 1.838 -0.798 -0.331 -0.283 -0.980
H -3.069 -2.384 0.188 -0.033 -2.226 1.001
C 0.797 -5.482 1.042 -1.631 -0.956 1.423
S 2.786 -6.874 4.748 -0.623 0.713 0.597
C -1.980 3.498 1.116 0.228 0.867 0.780
F 0.609 8.974 -3.842 -0.317 -0.354 -0.405
C 4.488 -0.970 1.885 -0.230 -0.044 -1.013
F 1.644 7.339 -5.814 -0.155 0.194 0.345
H 2.501 -5.711 5.529 -0.056 -1.153 -1.432
C -3.146 -3.460 0.686 -0.933 0.528 -0.089
F 1.512 7.153 -3.070 -0.298 0.037 -0.434
H -1.658 4.295 0.440 -0.113 -0.108 -0.123
F -2.524 4.089 2.214 -0.228 -0.152 -0.270
F -0.057 1.580 -0.246 0.391 -0.776 0.059
H -5.075 -2.652 1.650 1.862 -1.757 0.286
H -4.308 -2.588 3.821 1.857 -0.077 -1.521
H 2.370 -1.173 0.981 2.019 -1.663 0.274
F -1.601 5.192 -3.999 -0.028 -0.813 0.734
H -0.969 -1.221 1.328 -0.001 -0.029 -0.234
O 5.825 -1.426 1.385 -1.853 -0.999 0.957
H 5.772 -2.428 1.358 0.143 1.768 0.104
F -2.138 4.411 -2.050 0.508 0.019 -0.143
C 3.341 -1.837 1.071 -0.100 0.686 -0.052
C -1.112 4.959 -2.755 -0.882 2.051 -0.052
H 2.784 -3.958 -0.403 0.014 -1.624 2.012
F -0.886 2.833 1.550 -0.358 0.435 0.021
H 3.971 -3.515 2.481 -2.166 0.212 -1.149
H -1.679 -5.995 0.445 1.183 2.017 -0.733
C 3.036 -3.323 1.775 1.262 0.827 -0.388
H -0.969 8.197 -2.310 0.290 -0.240 -0.078
H 4.208 -4.813 0.491 -2.522 0.632 0.251
H 0.361 3.724 -1.730 -0.166 0.096 0.086
H 0.509 -4.818 1.982 0.690 -1.240 -1.940
H -1.802 -4.814 -1.029 1.297 0.220 2.314
O -1.787 -3.943 1.028 -0.948 -0.504 -1.834
H -3.678 -4.194 -0.090 1.132 1.574 1.679
H -1.734 7.369 -3.626 0.354 -0.166 -0.048
O -2.019 0.499 -0.587 1.423 0.425 1.206
H -3.337 1.724 -1.471 0.069 -0.043 0.342
C 0.086 3.999 -2.751 1.023 -0.422 -0.185
F 0.297 5.732 -5.259 0.181 0.516 -0.196
C -4.162 -3.349 1.974 -0.396 0.495 -0.138
H 2.053 -3.280 2.408 1.889 -0.184 -1.288
C 0.455 7.074 -5.208 0.554 -0.046 -1.107
C 3.072 -4.479 0.613 1.864 1.036 0.095
H 3.746 -1.954 -0.046 -0.747 0.100 2.462
H -1.759 2.432 -1.373 -0.192 -0.334 0.518
C 2.767 -6.435 2.177 5.653 -1.799 -0.392
F -0.052 -0.454 -0.993 -0.201 0.067 0.767
C -2.997 2.583 0.443 -0.573 -0.987 -0.032
O 1.838 -6.635 3.324 2.526 1.059 -2.080
```
Forces are in eV/Å.

---

[2]
The following is a quantum chemistry calculation of one molecule with the formula C17H25NO4, from OMol25.

Output
highest occupied orbital energy: -0.32904 Eh
gap between HOMO and LUMO: 0.33776 Ha
SMILES: CC(C)CCOc1ccc(C(=O)CCN[C@H](C)C(=O)O)cc1

```
47
Properties=species:S:1:pos:R:3:forces:R:3
H 5.024 -1.978 1.089 -0.193 0.024 -0.198
C -3.483 0.994 0.063 -0.263 -0.427 -0.090
O 3.122 1.703 -2.283 -0.021 -0.077 0.088
H -5.958 -1.275 0.847 -0.044 -0.026 0.159
H -4.205 -1.030 -1.639 0.023 0.007 0.006
H 4.905 2.217 -0.663 -0.097 0.070 -0.001
C -1.205 1.726 0.216 0.284 0.124 0.072
N 4.348 -0.249 0.498 0.165 0.022 -0.206
C 1.467 1.906 -0.621 -0.523 -0.087 -0.208
C 2.858 1.918 -1.117 0.400 0.224 0.003
H -4.710 -3.396 -1.088 -0.062 -0.119 -0.042
C 0.505 1.267 -1.404 0.302 0.119 0.147
H 2.856 -0.689 -0.994 0.124 -0.197 0.102
C -3.371 -0.518 0.273 -0.024 0.285 -0.273
H -6.066 -0.012 -0.383 -0.128 0.120 0.020
O 4.790 -2.780 0.577 0.349 -0.435 0.208
C 1.059 2.486 0.583 0.042 -0.109 -0.225
H 0.816 0.833 -2.343 0.028 -0.035 -0.073
C 4.067 1.090 0.981 0.122 0.331 0.095
H 5.071 -0.188 -0.216 -0.053 -0.014 0.058
C -4.040 -2.813 -0.461 -0.014 0.260 -0.168
H 1.760 3.027 1.200 0.088 0.022 0.088
C 2.081 -1.168 0.963 0.099 0.117 -0.153
H -4.168 -3.135 0.570 -0.014 -0.072 0.143
C -0.252 2.400 0.990 -0.262 -0.059 0.051
H 1.428 -1.974 0.638 -0.063 -0.027 -0.024
H -6.466 -1.676 -0.793 -0.126 -0.030 -0.033
C -0.808 1.164 -0.998 -0.345 -0.033 0.055
H 3.802 3.140 0.368 0.029 0.082 0.036
O 3.285 -3.260 -0.989 -0.037 -0.147 -0.044
H -4.403 1.376 0.512 0.083 -0.023 -0.145
H 1.494 -0.255 1.007 -0.059 0.055 0.049
C -4.347 -1.322 -0.592 0.048 -0.106 0.256
H -3.494 1.238 -1.007 -0.011 0.030 0.071
H -1.511 0.649 -1.633 -0.102 -0.065 -0.025
C 3.771 -2.477 -0.226 -0.160 0.564 -0.114
H -3.545 -0.741 1.328 0.028 -0.036 0.064
H -0.578 2.850 1.914 -0.038 0.054 0.102
H -2.350 -0.828 0.038 0.018 -0.016 0.045
H 2.460 -1.402 1.956 0.018 -0.029 0.117
C 3.243 -1.046 -0.030 -0.181 -0.324 -0.011
C 3.963 2.173 -0.110 0.092 -0.262 0.000
H 4.897 1.364 1.643 -0.214 0.081 0.006
H -3.017 -3.026 -0.763 0.112 -0.076 -0.008
C -5.799 -1.050 -0.206 0.221 0.038 -0.218
O -2.455 1.705 0.727 0.287 0.186 0.152
H 3.157 1.060 1.579 0.076 0.014 0.069
```
Forces are in eV/Å.

---

[3]
The following is a quantum chemistry calculation of a 2-piece molecular cluster, CH7OS overall at a distorted geometry, from OMol25.

Output
highest occupied orbital energy: -0.58194 Eh
gap between HOMO and LUMO: 0.31509 Ha
charge: +1

```
10
Properties=species:S:1:pos:R:3:forces:R:3
H -1.928 -0.309 1.151 1.096 -1.658 -0.924
H -0.325 -1.211 0.364 -0.268 0.623 1.509
H -1.666 -1.384 -0.499 -1.090 0.940 0.637
S -0.839 0.956 -0.545 -3.909 -2.060 1.257
H 0.445 0.652 -0.617 2.726 0.754 -0.263
C -1.295 -0.692 0.286 0.600 0.193 -0.997
H 2.645 -0.580 0.115 -0.314 1.592 -0.150
H -2.228 1.207 -0.400 1.651 1.167 -0.914
H 2.952 1.035 0.118 -1.338 -1.675 -0.203
O 2.238 0.326 0.026 0.847 0.125 0.049
```
Forces are in eV/Å.

---

[4]
The following is a quantum chemistry calculation of one molecule with the formula C4H9NO3 at a distorted geometry, from OMol25.

Output
highest occupied orbital energy: -0.35889 Eh
gap between HOMO and LUMO: 0.36938 Ha
SMILES: N[C@H](CCO)C(=O)O

```
17
Properties=species:S:1:pos:R:3:forces:R:3
H -0.257 2.404 -0.687 -0.630 -2.298 -0.920
O 1.370 -1.236 -0.867 -0.950 3.870 -5.259
C -1.736 -0.701 -0.006 -2.439 2.726 0.021
N -0.597 1.425 -1.023 2.185 1.543 1.098
O -1.134 -1.691 -0.563 0.787 -1.048 -0.758
H -1.501 1.645 -1.468 0.354 -0.785 0.738
H 1.975 0.518 -0.137 0.933 -0.951 0.814
H 0.077 -0.888 1.673 -0.133 1.556 -1.030
H -1.079 1.225 0.982 -1.305 0.065 0.156
H 0.952 0.608 1.777 -0.453 1.043 0.167
O -2.957 -0.717 0.189 2.916 0.656 0.193
H 1.314 -0.238 -1.471 -0.320 -5.160 1.039
H -0.216 -1.395 -0.809 -0.035 -0.988 0.059
H 2.423 -1.061 0.913 -1.722 1.567 -1.291
C -0.674 0.573 0.224 -4.578 0.262 0.554
C 0.428 0.019 1.039 2.234 -3.913 0.729
C 1.612 -0.490 0.234 3.156 1.855 3.690
```
Forces are in eV/Å.

---

[5]
The following is a quantum chemistry calculation of C18H55N9O4P3Y as an isolated structure at a distorted geometry, from OMol25.

Output
highest occupied orbital energy: -0.43413 Eh
gap between HOMO and LUMO: 0.15563 Ha
charge: +2

```
90
Properties=species:S:1:pos:R:3:forces:R:3
C 1.407 0.998 4.752 0.561 -0.598 -0.831
N 0.017 0.994 4.308 0.425 0.072 0.448
H 1.465 1.144 0.148 -0.145 0.619 -0.242
N 5.001 -2.704 0.947 -0.059 -0.925 1.151
H -1.343 3.002 1.850 -0.020 0.035 -0.034
H -6.495 1.059 -1.393 0.085 -0.489 0.191
H -3.415 2.714 -5.578 -0.580 -0.268 0.213
H 4.821 0.796 2.652 0.141 -0.142 -0.232
C -6.473 0.095 -3.767 -0.858 -0.003 0.079
H 1.517 0.509 5.718 0.007 0.387 0.219
H -6.199 -0.856 -4.221 0.156 0.171 -0.244
H -1.728 3.218 -2.518 0.008 0.017 0.118
H 5.229 1.651 -0.129 0.272 0.132 0.386
C 4.413 -3.960 1.378 0.443 -0.400 0.035
H 1.838 1.999 4.700 -0.210 0.112 0.502
H -0.291 1.235 -0.398 0.272 0.086 -0.231
H -1.737 2.166 4.448 0.112 -0.057 -0.146
H -3.774 0.203 1.806 0.071 -0.250 0.178
N -3.029 2.048 -3.615 0.358 0.117 0.316
H -7.265 -0.147 -3.051 0.282 0.125 0.258
P 3.965 -1.594 0.400 0.852 1.033 -1.012
H 5.240 -1.045 -2.618 0.255 -0.110 -0.040
C 5.055 -1.985 -2.089 -0.187 0.900 0.286
H -4.740 0.588 -1.093 -0.346 -0.261 0.137
H 0.458 -0.206 0.332 -0.418 0.202 -0.113
C -2.652 -0.401 4.030 -0.703 0.143 -0.316
P -3.858 0.647 -3.842 -0.678 -1.165 -0.392
H 3.827 -4.415 0.573 -0.034 -0.090 0.103
H -0.785 -2.619 -0.773 0.059 0.060 0.234
C -5.460 1.135 -1.715 0.169 0.852 -0.503
C -2.699 0.246 1.630 -0.579 0.300 -0.467
H 5.631 0.257 -1.025 0.129 -0.245 0.042
C 5.560 0.620 -0.003 -0.519 -0.339 -0.713
H 7.030 -3.169 0.671 -0.042 -0.024 0.011
C -2.600 2.583 -2.341 -0.018 -0.022 0.092
H -1.009 1.788 5.980 0.256 -0.062 0.015
N -5.355 0.778 -3.124 -0.016 -0.309 0.154
H -2.416 -0.595 0.991 -0.015 -0.008 -0.011
C -1.700 -0.398 -2.458 -0.523 -0.625 -0.181
H -1.163 -1.338 -2.643 0.131 0.139 -0.093
O -0.391 -2.497 0.099 1.365 -1.272 1.969
H 3.272 0.039 2.415 -0.123 0.164 -0.272
H -3.374 3.178 -1.849 0.025 0.155 -0.051
C -0.777 2.030 4.940 -0.707 0.413 0.358
H 3.680 1.602 1.617 -0.252 -0.144 -0.135
H 4.844 -2.716 -2.865 -0.055 -0.358 0.301
O 0.358 -0.990 2.715 0.517 -2.272 -0.471
H 6.660 -1.478 0.937 0.238 0.133 0.225
H 0.264 3.208 2.607 -0.219 0.115 0.095
C 0.422 0.888 0.346 0.247 -0.957 0.563
H -2.320 1.785 -1.664 0.015 -0.064 0.188
O 2.583 -1.765 0.992 -1.313 -1.456 0.906
H -4.144 3.746 -4.280 -0.100 -0.087 -0.017
H -4.717 -1.850 -2.904 -0.028 0.196 0.207
H -1.191 0.403 -2.984 0.236 0.086 0.168
H -1.734 -0.236 -1.371 0.389 0.076 -0.030
H 2.492 -0.599 -2.268 -0.288 -0.034 -0.067
O -4.019 0.235 -5.244 -0.041 0.391 -0.151
H 6.533 0.523 0.474 0.059 0.403 0.060
C 6.411 -2.481 1.251 -0.005 -0.192 -0.188
C -3.630 -1.852 -2.896 0.412 -0.248 -0.205
H -3.263 -2.341 -1.987 -0.288 -0.044 0.062
H 3.830 -3.878 2.314 -0.136 0.198 -0.134
H -2.584 1.182 1.078 0.364 -0.101 -0.017
H 2.622 -2.309 -2.777 0.324 0.200 -0.175
H -2.405 3.713 -4.684 -0.151 0.158 0.424
H -0.261 2.992 4.917 0.085 -0.046 0.034
P -0.365 0.334 2.880 -0.833 1.417 0.222
C -3.310 3.103 -4.565 0.867 0.416 -1.055
H -2.400 0.039 4.991 0.440 -0.204 -0.040
C 4.043 0.611 1.899 0.373 0.044 0.860
H 5.208 -4.654 1.652 -0.008 -0.081 -0.252
H -6.962 0.734 -4.504 0.221 -0.122 -0.215
H -3.320 -2.469 -3.750 0.045 0.077 0.042
H 0.131 3.278 0.881 -0.136 -0.087 -0.137
H -5.236 2.200 -1.582 0.078 -0.048 0.014
N 3.901 -1.763 -1.199 -0.584 -1.106 -1.433
H 5.932 -2.238 -1.500 0.091 -0.178 -0.155
N -3.051 -0.524 -2.957 0.156 0.731 0.511
H 6.631 -2.636 2.307 -0.037 0.194 0.046
H -2.495 -1.483 4.011 0.099 0.020 0.203
H 2.033 0.434 4.050 -0.286 -0.128 0.135
N 4.535 -0.114 0.736 -0.363 0.829 0.579
H -3.728 -0.234 3.948 0.041 -0.071 -0.161
Y 0.812 -2.984 1.754 -0.594 4.189 -2.418
C 2.637 -1.625 -1.928 -0.071 -0.235 0.180
C -0.277 2.785 1.759 0.426 -0.107 0.523
N -1.994 0.280 2.902 -0.200 -0.515 0.665
N 0.008 1.349 1.675 0.742 -0.116 -1.214
H 1.818 -1.993 -1.311 -0.130 0.560 0.092
```
Forces are in eV/Å.

---

[6]
The following is a quantum chemistry calculation of one molecule with the formula C2H5N3O2S at a distorted geometry, from OMol25.

Output
highest occupied orbital energy: -0.33114 Eh
gap between HOMO and LUMO: 0.32617 Ha
SMILES: N/N=C(\NO)C(=O)S

```
13
Properties=species:S:1:pos:R:3:forces:R:3
C -0.146 -0.003 -0.073 1.360 1.689 -0.547
H -2.115 -1.430 0.530 -1.295 1.352 -0.800
N 1.299 -1.764 -0.260 -0.728 0.046 1.422
H 1.895 0.533 -0.004 -0.869 0.410 -0.315
H 1.238 -2.765 0.017 0.341 1.145 -0.206
N 0.979 0.930 -0.262 -1.009 -2.197 -0.233
H 0.168 2.649 -0.002 -0.123 -0.367 -0.413
S -2.942 -0.343 0.063 1.404 -1.436 0.738
C -1.530 0.650 -0.200 0.434 2.717 -0.224
O -1.626 1.870 -0.473 0.237 -3.172 0.559
N -0.018 -1.272 -0.115 0.086 0.220 -0.414
H 1.864 -1.229 0.433 0.038 -1.035 -0.570
O 0.936 2.174 0.345 0.124 0.628 1.003
```
Forces are in eV/Å.